33
Properties=species:S:1:pos:R:3 method="wB97M-V/def2-TZVPD" s_squared=3.775 multiplicity=4 homo_energy_ev="-19.915 / -19.753" charge=+3 gap_ev="8.067 / 5.892"
C -2.788 -5.724 -3.404
C -2.004 -4.448 -3.528
H -3.146 -6.028 -4.391
H -3.624 -5.563 -2.717
H -2.147 -6.495 -2.966
O -1.769 -3.821 -4.507
I -1.245 -3.764 -1.533
Tc 1.428 0.147 -0.281
P -0.564 1.262 0.119
C -0.764 2.935 -0.601
C -2.044 0.363 -0.477
H -0.876 0.546 2.394
H -1.904 1.973 2.043
H -0.149 2.165 2.328
C -0.918 1.518 1.897
H -2.027 -0.641 -0.044
H -2.965 0.881 -0.188
H -1.741 3.359 -0.346
H -0.666 2.876 -1.688
H -1.998 0.274 -1.565
H 0.026 3.589 -0.222
C 2.126 1.508 -1.269
O 2.574 2.382 -1.905
Cl 0.514 -1.637 1.012
N 2.304 2.137 1.702
C 3.037 2.251 2.824
C 3.532 1.004 3.155
C 3.058 0.153 2.178
N 2.310 0.870 1.320
H 1.815 2.912 1.205
H 3.205 3.176 3.360
H 4.164 0.750 3.996
H 3.247 -0.908 2.097

12
Properties=species:S:1:pos:R:3 method="wB97M-V/def2-TZVPD" multiplicity=1 homo_energy_ev=-9.547 gap_ev=10.428
C -1.550 0.667 0.088
C -0.116 0.275 0.005
C 1.084 1.067 -0.021
H -1.997 -1.323 -0.379
H -1.412 0.940 1.256
H -1.424 1.706 -0.589
H 1.313 2.117 -0.258
H 1.965 -1.827 0.055
N 2.151 0.323 -0.025
N 1.489 -0.922 -0.044
N 0.132 -0.977 0.108
O -2.670 -0.329 -0.098

48
Properties=species:S:1:pos:R:3 method="wB97M-V/def2-TZVPD" multiplicity=1 homo_energy_ev=-6.290 charge=-1 gap_ev=8.883
O 1.885 0.312 -0.998
C 1.276 -0.056 0.032
N 0.175 -0.854 -0.174
C -1.106 -0.941 0.535
C -2.189 -1.221 -0.530
S -2.110 -2.971 -0.716
C 1.752 0.027 1.454
H 0.050 -0.889 -1.289
H -1.238 -1.706 1.269
H -1.332 -0.118 1.242
H -3.203 -1.034 -0.073
H -2.222 -0.479 -1.350
H 1.705 1.065 1.855
H 2.913 -0.320 1.382
H 1.422 -0.508 2.276
H -0.245 2.299 -2.598
H 0.690 1.100 -2.088
O 0.142 1.351 -2.882
H 3.013 2.612 -0.431
H 2.308 3.328 0.871
O 3.243 3.200 0.253
H -0.781 -1.568 3.991
H 0.433 -2.029 3.066
O 0.010 -2.065 4.019
H -2.078 2.586 2.242
H -0.508 2.342 1.916
O -1.306 2.006 2.407
H 1.730 -2.929 -0.443
H 1.571 -3.609 -1.807
O 1.924 -3.733 -0.921
H -1.930 2.023 -0.674
H -1.024 -3.018 -1.532
O -2.726 2.004 -1.181
H 1.432 -0.896 -2.874
H 2.431 -1.869 -2.457
O 1.488 -1.857 -2.902
H 1.127 3.251 -1.260
H -3.276 2.684 -1.080
O 0.367 3.106 -0.879
H 0.254 0.302 4.209
H -0.846 1.237 4.008
O -0.544 0.643 4.634
H 1.065 3.590 2.163
H 0.559 2.822 0.194
O 0.903 2.881 1.540
H -0.790 0.107 -2.974
H -1.842 -0.359 -3.758
O -1.292 -0.767 -3.123

17
Properties=species:S:1:pos:R:3 method="wB97M-V/def2-TZVPD" multiplicity=1 homo_energy_ev=-9.026 gap_ev=9.905
C -0.031 -2.109 -2.697
N 0.363 -0.992 -1.852
C -0.487 -0.740 -0.703
C 0.260 0.171 0.252
N -0.660 0.782 1.201
C -0.155 1.492 2.252
O 1.017 1.764 2.386
H 0.854 -2.479 -3.210
H -0.313 -2.947 -2.063
H -0.830 -1.916 -3.409
H 0.496 -0.171 -2.425
H -1.455 -0.325 -1.017
H -0.602 -1.710 -0.232
H 0.882 0.892 -0.281
H 0.966 -0.409 0.841
H -1.628 0.958 0.987
H -0.909 1.781 3.001